Density functional theory data (wB97M-V/def2-TZVPD) for 2 unconnected molecules or ions with the total composition C2H2N4.

HOMO energy ... -8.56 eV
HOMO-LUMO gap ... 8.189 eV
Total energy ... -8057.9373 eV
Lowest unoccupied orbital energy ... -0.371 eV
Relative energy (zero: lowest compared OMol25 entry of this formula, charge and spin) ... 790.7 kJ/mol
Spin multiplicity ... 1

Last column: Mulliken charge in e.
Element x y z (Å)
1 C 0.5831 1.1990 -0.3449  0.09
2 C -0.0014 -1.2098 0.6647  0.07
3 N 0.0420 1.3704 -1.6345  -0.19
4 N -0.5636 1.9316 -0.7132  -0.20
5 N -1.4041 -1.3325 0.8312  -0.19
6 N -0.9145 -1.9204 -0.1390  -0.20
7 H 1.5113 1.5799 0.0255  0.31
8 H 0.7472 -1.6182 1.3102  0.31